# 1
Density functional theory data (ωB97M-V/def2-TZVPD) for 8 unconnected molecules or ions with the total composition C13H42Cl2NO12 in a non-equilibrium geometry.

XYZ file:
```
70
Properties=species:S:1:pos:R:3:forces:R:3:mulliken_charge:R:1
N -0.0857 0.1787 -0.3130 0.8 0.2 -0.1 1.952
H -0.9254 0.2779 -0.8815 -0.4 -0.3 -0.3 0.197
H -0.3665 -0.1560 0.6036 -0.3 0.3 0.4 0.120
H 0.4137 1.0640 -0.3194 0.1 0.3 0.6 -0.114
H 0.5896 -0.4736 -0.6980 -0.5 -0.5 -0.1 -0.611
C 0.8029 3.6529 -0.2624 -0.4 1.1 0.6 -0.611
C -0.6525 3.3149 0.1694 1.9 0.1 0.2 -0.386
O -0.6102 2.4149 1.3191 -0.6 0.5 -1.4 -0.430
O 1.5626 2.5603 -0.7484 -0.5 -0.2 -0.3 -0.550
H 1.3607 4.0910 0.5694 -0.3 -0.1 0.5 0.337
H 0.8318 4.4670 -0.9906 -0.5 -0.1 -0.3 0.470
H -1.1758 2.9006 -0.6927 -0.1 -0.7 0.4 -0.139
H -1.1644 4.2587 0.3595 0.0 0.0 0.4 0.553
H -0.4003 2.9313 2.1021 0.0 0.1 0.0 0.273
H 2.3435 2.9938 -1.1044 0.4 -0.5 0.0 0.290
C -3.6659 0.5121 1.8033 0.1 -0.1 -0.7 -0.021
C -3.3683 -0.9383 1.3954 -1.0 0.4 0.9 -0.460
O -1.9975 -1.1052 1.2495 1.3 0.2 -0.1 -0.524
O -5.0429 0.8480 1.6364 0.4 -0.1 0.2 -0.563
H -2.9970 1.1859 1.2647 -0.1 0.1 -0.1 -0.128
H -3.4055 0.5911 2.8587 -0.2 0.2 0.0 0.296
H -3.8606 -1.3183 0.4979 -0.5 0.4 0.0 0.297
H -3.7291 -1.4789 2.2737 -0.1 -0.7 -0.3 0.347
H -1.8471 -2.0608 1.3292 0.0 -0.2 0.3 0.287
H -5.1546 1.3312 0.8149 0.0 0.0 0.0 0.320
C -2.9867 2.2529 -3.5414 0.4 1.1 -0.5 -0.665
C -2.0341 1.1876 -3.1113 0.3 -0.9 0.2 -0.279
O -2.3797 0.6058 -1.8559 -0.3 0.4 0.4 -0.566
O -4.2821 1.7537 -3.6988 -0.7 -0.6 0.2 -0.531
H -2.6584 2.6549 -4.5024 0.2 -0.1 -0.1 0.332
H -3.0084 3.1169 -2.8738 0.3 -0.1 0.3 0.308
H -1.0165 1.5592 -2.9877 0.0 0.1 -0.3 0.244
H -2.0426 0.3432 -3.8026 0.2 0.3 -0.5 0.379
H -3.3102 0.3693 -1.9277 -0.1 -0.2 0.2 0.299
H -4.8638 2.1916 -3.0735 -0.1 0.0 -0.1 0.330
C 1.9773 -0.8096 -2.5312 -0.7 0.2 0.3 -0.592
C 2.4700 -1.8892 -1.5897 1.3 0.4 -0.7 -0.487
O 1.8382 -1.9386 -0.3276 -0.5 -0.1 -0.3 -0.480
O 0.5712 -0.9454 -2.8006 0.4 -0.2 0.0 -0.389
H 2.5384 -0.8462 -3.4656 0.2 -0.1 0.1 0.418
H 2.0851 0.1959 -2.1217 0.1 0.0 0.1 0.026
H 3.5228 -1.6773 -1.3878 0.2 -0.1 -0.4 0.411
H 2.4091 -2.8331 -2.1367 -0.1 -0.3 0.2 0.463
H 2.2917 -2.6605 0.1165 -0.2 0.1 0.5 0.251
H 0.4728 -1.8498 -3.1143 -0.4 0.0 -0.2 0.281
C 3.9374 0.3619 1.0146 0.3 0.8 -1.1 0.340
C 4.1993 1.6594 1.7669 0.5 0.4 0.0 -0.414
O 4.5211 2.7071 0.8281 -0.7 -0.5 -0.3 -0.564
O 5.0790 -0.0359 0.2296 -0.2 -0.6 0.8 -0.580
H 3.1382 0.4675 0.2777 -0.4 0.4 0.3 -0.267
H 3.5783 -0.4035 1.7001 0.7 -0.2 0.0 0.178
H 5.0550 1.5705 2.4387 0.1 -0.5 0.0 0.389
H 3.3577 1.9165 2.4132 -0.3 0.0 -0.2 0.249
H 4.7597 3.5172 1.2848 0.1 -0.1 0.2 0.301
H 5.0367 0.4145 -0.6168 0.0 0.2 0.1 0.377
C -0.6988 -4.1036 1.1328 -1.2 -0.9 -0.4 -0.706
C -0.7718 -3.9650 -0.3819 0.8 -0.2 -0.3 0.481
O -1.8957 -4.6572 -0.8964 -0.3 0.1 0.5 -0.577
O -1.9323 -3.7393 1.7484 0.1 0.6 0.2 -0.580
H 0.0824 -3.5021 1.5953 0.0 0.0 -0.2 0.311
H -0.5647 -5.1664 1.3414 0.5 0.0 0.1 0.342
H 0.1163 -4.4755 -0.7641 0.4 0.2 -0.1 0.348
H -0.7584 -2.9322 -0.7338 -0.1 0.2 0.2 -0.242
H -2.0683 -4.3163 -1.7770 -0.1 -0.1 0.0 0.331
H -2.6523 -4.1857 1.2912 0.0 -0.2 -0.2 0.327
C 1.8978 -0.9387 4.5964 0.2 0.0 0.3 -0.552
Cl 2.3355 0.6232 5.2732 0.2 0.2 0.2 -0.145
Cl 1.2754 -0.7152 2.9655 -0.4 -0.2 -0.4 0.032
H 2.7878 -1.5599 4.5259 -0.1 0.0 0.1 0.303
H 1.1348 -1.3655 5.2433 0.1 -0.1 -0.3 0.366
```
Forces are in eV/Å.

The calculation puts the HOMO-LUMO gap at 0.3806 Ha. As for the total charge: +1. As for the total energy: -65258.8894 eV.

=====

# 2
Density functional theory data (ωB97M-V/def2-TZVPD) for a single C19H26N2O2 molecule.

XYZ file:
```
49
Properties=species:S:1:pos:R:3:forces:R:3:mulliken_charge:R:1
C -5.6151 -0.5487 0.6898 0.1 0.0 -0.1 -1.176
C -4.6300 -0.6565 -0.4782 -0.1 -0.1 0.2 -0.501
C -3.5018 0.3016 -0.3294 -0.1 -0.1 -0.2 0.655
N -3.4771 1.4634 -0.9131 -0.5 0.1 -0.3 -0.869
C -2.3120 2.0670 -0.5163 0.5 -0.4 0.5 0.648
C -1.7861 3.3126 -0.8377 0.0 -0.1 0.0 -0.663
C -0.5769 3.6612 -0.2736 0.0 0.2 -0.1 -0.561
C 0.0997 2.8022 0.5940 0.1 0.0 0.1 -0.717
C -0.4041 1.5592 0.9237 0.1 -0.1 0.1 -0.819
C -1.6143 1.1995 0.3549 -0.1 0.6 -0.3 0.748
N -2.4014 0.0738 0.4648 -0.1 0.2 -0.1 0.343
C -2.0430 -1.0995 1.2106 0.2 -0.6 -0.1 -1.129
C -1.4333 -2.2449 0.3638 0.5 0.4 0.3 0.237
O -2.4198 -3.0121 -0.2911 -0.2 -0.2 -0.2 -0.637
C -0.4683 -1.7367 -0.7082 -0.3 -0.3 -0.1 -1.039
O 0.7398 -1.3690 -0.0935 0.0 0.0 0.3 -0.178
C 1.6592 -0.8019 -1.0053 0.3 0.0 -0.1 -1.028
C 3.0398 -0.7096 -0.3572 -0.5 0.2 -0.1 0.615
C 3.0217 0.2113 0.8618 0.0 -0.2 -0.1 -0.294
C 4.4046 0.5009 1.3564 -0.1 0.1 0.2 -0.474
C 5.4971 0.2809 0.6452 0.2 -0.1 -0.1 -0.541
C 5.4748 -0.2829 -0.7422 -0.1 0.1 -0.2 -0.681
C 4.0787 -0.1991 -1.3544 0.0 -0.3 0.1 -0.950
H -6.0107 0.4621 0.7481 -0.1 0.1 0.1 0.336
H -5.1355 -0.7807 1.6394 0.0 0.0 0.1 0.311
H -6.4437 -1.2386 0.5452 -0.1 0.0 0.1 0.361
H -4.2435 -1.6720 -0.5658 -0.1 0.1 -0.1 0.149
H -5.1477 -0.4012 -1.4033 0.1 0.0 0.0 0.396
H -2.3161 3.9744 -1.5037 -0.1 0.1 -0.1 0.445
H -0.1400 4.6228 -0.5010 0.0 0.1 0.0 0.400
H 1.0400 3.1224 1.0199 0.1 0.0 0.0 0.482
H 0.1318 0.8970 1.5862 0.1 -0.1 0.0 0.275
H -2.9241 -1.4861 1.7340 0.1 0.1 0.0 0.417
H -1.3012 -0.7999 1.9536 -0.1 0.0 0.0 0.393
H -0.8531 -2.8831 1.0469 0.0 0.1 -0.1 0.352
H -2.9229 -3.5070 0.3656 0.1 0.1 -0.1 0.388
H -0.3044 -2.5511 -1.4303 0.0 0.1 0.1 0.476
H -0.9086 -0.8908 -1.2546 0.0 0.0 0.0 0.371
H 1.7188 -1.4322 -1.9061 0.0 0.0 0.1 0.461
H 1.3097 0.1967 -1.3125 0.0 0.0 0.0 0.247
H 3.3233 -1.7156 -0.0312 0.0 0.0 0.0 0.208
H 2.4322 -0.2484 1.6574 -0.1 0.1 0.0 0.322
H 2.5316 1.1532 0.5961 -0.1 0.0 0.0 0.023
H 4.4731 0.9218 2.3504 0.1 0.1 0.1 0.401
H 6.4744 0.4972 1.0546 0.1 0.1 0.2 0.366
H 6.1911 0.2557 -1.3680 0.0 -0.1 0.0 0.429
H 5.8032 -1.3274 -0.7059 0.1 0.0 -0.1 0.288
H 4.0399 -0.7819 -2.2771 0.0 0.0 -0.1 0.350
H 3.8505 0.8397 -1.6023 0.0 0.1 -0.1 0.367
```
Forces are in eV/Å.

The calculation puts the HOMO-LUMO gap at 0.3232 Ha. The calculation puts the energy above the lowest of the compared OMol25 structures with the same formula, charge and spin at 185.5 kJ/mol. As for the total energy: -27200.3246 eV.

=====

# 3
Density functional theory data (ωB97M-V/def2-TZVPD) for 5 unconnected molecules or ions with the total composition C20H32NO10P.

XYZ file:
```
64
Properties=species:S:1:pos:R:3:forces:R:3:mulliken_charge:R:1
O -5.7902 -3.4401 -0.5070 -0.1 -0.1 0.0 -0.471
C -4.6378 -3.4157 -0.6650 -0.1 0.2 -0.3 0.728
N -3.4470 -3.3530 -0.9012 -0.1 -0.3 0.5 -0.281
P -2.3898 -4.0636 0.3493 0.3 0.2 -0.3 -0.087
C -2.4714 -2.7283 1.6250 0.1 -0.2 0.1 -0.546
C -1.1858 -2.6748 2.4646 -0.1 0.0 0.2 -0.724
C -0.8656 -1.2598 2.9731 0.0 0.1 0.0 -0.169
O -1.1325 -0.2376 2.0263 0.1 -0.1 -0.1 -0.583
H -3.3238 -4.9683 0.9210 -0.1 0.1 0.0 0.031
H -3.3410 -2.8708 2.2720 0.0 0.2 -0.1 0.414
H -2.5974 -1.7945 1.0708 0.1 0.0 0.1 0.354
H -1.3128 -3.3151 3.3463 0.1 0.0 -0.1 0.338
H -0.3265 -3.0815 1.9194 -0.1 0.2 -0.1 0.418
H -1.4779 -1.0393 3.8530 0.0 0.1 -0.1 0.404
H 0.1895 -1.2067 3.2596 -0.1 -0.1 0.2 -0.091
H -0.3955 -0.2295 1.4008 0.1 0.0 0.1 0.368
O 1.7627 -0.6501 1.4213 -0.1 0.0 0.0 -0.682
C 2.5929 0.0232 1.9707 0.1 0.0 -0.1 0.504
C 3.4079 -0.3219 3.2008 0.0 0.2 0.1 -0.410
C 3.9541 1.0356 3.6366 0.0 -0.1 0.0 -0.384
C 4.0199 1.7853 2.3121 0.0 0.0 0.1 -0.245
O 2.9365 1.2425 1.5244 0.0 0.0 0.0 -0.358
H 4.1983 -1.0110 2.8961 0.0 0.0 0.0 0.293
H 2.7814 -0.8109 3.9427 0.0 -0.1 -0.1 0.278
H 4.9142 0.9963 4.1431 0.0 0.0 0.0 0.271
H 3.2409 1.5285 4.2982 0.0 0.0 0.0 0.256
H 4.9533 1.5997 1.7758 0.0 0.0 0.0 0.174
H 3.8711 2.8522 2.4212 -0.1 0.0 -0.1 0.260
O -7.6167 2.7786 -2.5813 0.0 0.0 0.0 -0.564
C -7.0992 1.7065 -2.6713 -0.1 0.0 0.0 0.467
C -7.2173 0.5192 -1.7327 0.2 0.0 0.0 -0.536
C -6.0410 -0.3607 -2.1438 0.0 0.0 0.1 -0.127
C -5.8781 0.0075 -3.6136 0.0 -0.1 0.0 -0.148
O -6.2833 1.3811 -3.7082 0.0 0.0 0.0 -0.363
H -8.1795 0.0379 -1.9174 0.0 0.0 0.0 0.276
H -7.1819 0.8539 -0.6999 -0.1 0.0 0.0 0.308
H -6.1975 -1.4240 -1.9833 -0.1 0.0 -0.1 0.132
H -5.1491 -0.0635 -1.5889 0.0 0.0 0.0 0.257
H -6.5248 -0.5882 -4.2624 0.0 0.0 0.0 0.252
H -4.8535 -0.0703 -3.9724 0.0 0.1 0.0 0.004
O -1.0867 -3.6717 -7.4749 0.0 0.0 0.0 -0.571
C -1.4323 -2.9747 -6.5683 0.0 0.0 -0.1 0.466
C -1.5887 -1.4647 -6.5494 0.1 0.0 0.2 -0.410
C -1.6400 -1.1444 -5.0585 0.0 0.0 -0.1 -0.451
C -2.2276 -2.4300 -4.4854 0.0 0.1 0.1 -0.210
O -1.7633 -3.4763 -5.3525 0.0 0.0 0.0 -0.370
H -2.5217 -1.2172 -7.0593 0.0 0.0 0.0 0.240
H -0.7630 -0.9962 -7.0776 -0.1 0.0 -0.1 0.302
H -2.2247 -0.2611 -4.8086 0.0 0.0 0.0 0.286
H -0.6291 -1.0000 -4.6752 0.0 0.0 0.0 0.301
H -3.3207 -2.4294 -4.5050 0.0 0.0 0.0 0.153
H -1.8973 -2.6462 -3.4726 0.0 -0.1 0.0 0.250
O 5.0273 4.4654 3.6676 0.0 -0.1 0.0 -0.586
C 6.1962 4.2523 3.5273 -0.1 0.4 0.1 0.512
C 7.2778 5.2419 3.1437 0.2 -0.2 -0.2 -0.432
C 8.4364 4.3352 2.7316 -0.1 0.0 0.0 -0.492
C 8.1754 3.0941 3.5782 0.1 0.0 0.0 -0.440
O 6.7430 3.0292 3.7196 0.0 -0.1 0.0 -0.295
H 7.5121 5.8420 4.0247 0.0 0.0 0.0 0.263
H 6.9237 5.8954 2.3516 -0.1 0.1 0.1 0.296
H 9.4229 4.7606 2.9007 0.0 0.0 0.0 0.329
H 8.3514 4.0847 1.6734 0.0 0.0 0.0 0.264
H 8.6115 3.1735 4.5759 0.0 0.0 0.0 0.256
H 8.5119 2.1687 3.1175 -0.1 0.0 0.0 0.320
```
Forces are in eV/Å.

The calculation puts the HOMO-LUMO gap at 0.3605 Ha. The calculation puts the energy above the lowest of the compared OMol25 structures with the same formula, charge and spin at 0.0 kJ/mol. As for the total energy: -52513.6715 eV.

=====

# 4
Density functional theory data (ωB97M-V/def2-TZVPD) for 2 unconnected molecules or ions with the total composition C3H12NO2.

XYZ file:
```
18
Properties=species:S:1:pos:R:3:forces:R:3:mulliken_charge:R:1
C 0.2492 0.8299 -0.5970 0.0 0.2 -0.1 -0.669
O 0.1272 0.4097 -1.9501 0.0 0.0 0.1 -0.552
C -0.5420 -0.1748 0.2123 0.0 0.3 -0.1 0.212
C -0.7280 0.2251 1.6599 0.0 -0.5 -0.2 -1.367
N -1.8898 -0.2737 -0.4803 0.0 -0.9 -0.1 -0.255
H 1.2767 0.8474 -0.2371 0.0 -0.2 0.0 0.403
H -0.1563 1.8418 -0.4697 -0.1 0.0 0.0 0.359
H 0.7191 0.9180 -2.5085 0.1 0.1 -0.2 0.327
H -0.0917 -1.1597 0.1015 0.1 0.0 0.1 0.315
H 0.2526 0.2734 2.1184 0.1 0.1 0.1 0.324
H -1.2963 -0.5338 2.1980 -0.1 0.1 0.1 0.405
H -1.2150 1.1937 1.7428 0.0 0.1 0.1 0.408
H -2.4726 0.5239 -0.2769 -0.3 0.5 0.1 0.351
H -1.7426 -0.3226 -1.4951 0.2 0.2 0.0 0.359
H -2.3982 -1.1195 -0.2089 0.0 0.2 0.1 0.367
H 2.7519 -0.9845 1.9043 0.2 -0.1 0.9 0.290
H 3.2015 -1.1342 0.4839 -0.3 0.1 0.0 0.281
O 2.4445 -0.8506 1.0184 0.1 0.0 -0.9 -0.557
```
Forces are in eV/Å.

The calculation puts the HOMO-LUMO gap at 0.4298 Ha. As for the total charge: +1. The calculation puts the energy above the lowest of the compared OMol25 structures with the same formula, charge and spin at 29.7 kJ/mol. As for the total energy: -8884.5667 eV.

=====

# 5
Density functional theory data (ωB97M-V/def2-TZVPD) for a molecular structure, C6H10O.

XYZ file:
```
17
Properties=species:S:1:pos:R:3:forces:R:3:mulliken_charge:R:1
C 0.1292 0.7923 0.9169 0.1 -0.2 0.0 -0.571
C 1.2826 0.5339 -0.0309 -0.4 -0.4 -0.1 -0.210
O 0.9846 0.2967 -1.2767 0.2 -0.2 0.3 -0.218
C -0.3734 0.0656 -1.7319 -0.2 0.0 0.1 -0.575
C -1.0077 -1.1036 -1.0216 -0.1 0.0 0.2 -0.167
C -0.9164 -1.4109 0.2746 0.0 0.0 -0.2 -0.392
C -0.1834 -0.6468 1.3390 -0.2 -0.1 0.0 -0.573
H -0.7963 1.2739 0.5668 0.3 -0.1 -0.2 0.280
H 0.4840 1.3554 1.7883 0.1 -0.1 -0.3 0.392
H 2.3272 2.4513 0.4773 0.3 0.5 0.1 0.106
H 2.4050 1.6858 0.3424 0.1 0.6 0.1 -0.132
H -0.9473 0.9877 -1.6231 0.0 0.0 -0.1 0.289
H -0.2590 -0.1633 -2.7932 -0.1 0.1 0.2 0.338
H -1.5770 -1.7651 -1.6681 0.0 0.0 0.1 0.351
H -1.4029 -2.3194 0.6170 0.0 0.0 -0.1 0.347
H 0.7630 -1.1592 1.5733 -0.2 0.0 0.0 0.347
H -0.7689 -0.6387 2.2616 0.0 -0.1 -0.1 0.388
```
Forces are in eV/Å.

The calculation puts the HOMO-LUMO gap at 0.3175 Ha. The calculation puts the energy above the lowest of the compared OMol25 structures with the same formula, charge and spin at 437.5 kJ/mol. As for the total energy: -8426.7056 eV.

=====

# 6
Density functional theory data (ωB97M-V/def2-TZVPD) for a molecular structure, C5H8O2.

XYZ file:
```
15
Properties=species:S:1:pos:R:3:forces:R:3:mulliken_charge:R:1
C -1.6947 -0.0441 0.7997 -0.1 0.0 0.3 -0.819
C -0.9825 -0.1629 -0.9429 0.3 -0.1 -0.1 -0.268
O -0.1307 0.8448 -1.2651 -0.1 0.1 -0.1 -0.216
C 1.1189 1.0017 -0.5845 0.2 0.0 0.1 -0.429
C 1.5868 -0.3224 -0.0355 0.1 0.1 -0.1 -0.373
O 0.6260 -0.7892 0.8892 0.0 -0.1 0.1 -0.418
C -0.6364 -0.9715 0.2990 -0.1 -0.1 0.0 -0.005
H -1.3561 0.7568 1.4502 0.0 -0.1 -0.2 0.291
H -2.6640 -0.4774 1.0367 0.1 0.1 -0.1 0.363
H -2.0511 0.3199 -0.4648 -0.1 0.0 0.0 0.263
H 0.9974 1.7246 0.2322 0.0 -0.1 -0.1 0.271
H 1.8191 1.4142 -1.3175 -0.1 -0.1 0.1 0.319
H 1.7300 -1.0424 -0.8549 0.0 0.0 0.1 0.305
H 2.5281 -0.2206 0.5105 -0.1 0.0 -0.1 0.343
H -0.8910 -2.0316 0.2477 0.0 0.2 0.0 0.373
```
Forces are in eV/Å.

The calculation puts the HOMO-LUMO gap at 0.3328 Ha. The calculation puts the energy above the lowest of the compared OMol25 structures with the same formula, charge and spin at 457.9 kJ/mol. As for the total energy: -9405.0860 eV.